No. 1
46
Properties=species:S:1:pos:R:3 method="wB97M-V/def2-TZVPD" s_squared=0.77 e_homo_ev="-8.98 / -9.39" lumo_energy_ev="0.167 / 0.167" largest_force_ev_per_a=6.1 multiplicity=2
O 2.273 -0.893 1.074
V 0.741 -0.929 1.223
C 0.086 3.032 2.701
C 0.615 1.691 2.093
O 0.779 1.532 0.881
O 0.708 0.699 2.835
H 0.822 3.397 3.418
H -0.771 2.783 3.327
H -0.232 3.656 1.866
C -1.059 -4.608 2.022
C -0.094 -3.433 1.807
O 0.108 -2.538 2.644
O 0.274 -3.128 0.702
H -1.320 -5.045 1.058
H -1.820 -4.163 2.664
H -0.414 -5.305 2.556
C 0.270 -0.919 -4.377
C -1.067 -1.476 -4.027
O -0.855 -1.653 -2.624
C 0.071 -0.806 -2.205
O 0.368 -0.565 -1.046
O 0.569 -0.159 -3.267
H 0.178 -0.319 -5.283
H 1.095 -1.599 -4.591
H -1.255 -2.464 -4.447
H -1.986 -0.915 -4.196
C -4.433 1.261 1.503
C -4.342 0.844 2.895
O -2.947 0.287 2.865
C -2.546 0.094 1.565
O -1.629 -0.630 1.178
O -3.419 0.623 0.766
H -4.285 2.339 1.446
H -5.393 0.886 1.146
H -5.027 0.058 3.215
H -4.640 1.593 3.629
C 3.820 0.795 -1.242
C 3.731 2.330 -1.126
O 3.970 2.776 -2.402
C 4.661 1.851 -3.055
O 5.402 2.023 -4.013
O 4.629 0.694 -2.337
H 2.798 0.488 -1.467
H 4.305 0.433 -0.335
H 4.443 2.670 -0.373
H 2.820 2.713 -0.667


No. 2
18
Properties=species:S:1:pos:R:3 method="wB97M-V/def2-TZVPD" e_homo_ev=-13.44 total_charge=+1 lumo_energy_ev=-3.934 largest_force_ev_per_a=5.1
C 0.337 0.140 1.488
N 0.394 0.049 -0.006
C 0.352 -1.718 -0.475
P 2.156 0.687 -0.503
C -0.607 0.753 -0.757
P -2.460 0.565 -0.223
H 0.695 1.136 1.804
H -0.687 0.095 1.935
H 1.004 -0.618 2.070
H 0.184 -1.745 -1.483
H 1.269 -2.220 0.028
H -0.703 -1.889 -0.139
H 2.122 1.954 0.079
H 2.581 0.019 0.656
H -0.556 0.398 -1.783
H -0.418 1.760 -0.628
H -2.953 1.326 -1.403
H -2.710 -0.691 -0.659


No. 3
36
Properties=species:S:1:pos:R:3 method="wB97M-V/def2-TZVPD" e_homo_ev=-21.34 total_charge=+3 lumo_energy_ev=-12.895 largest_force_ev_per_a=0.6
Ta 0.940 -0.278 0.161
O 2.916 -0.624 0.651
C 3.463 0.355 1.692
C 2.378 0.516 2.730
N 1.084 1.018 2.130
C 1.121 2.478 1.827
C 0.828 2.734 0.361
O 0.513 3.698 -0.200
O 1.051 1.484 -0.356
C -0.052 0.676 3.033
C -0.563 -0.720 2.747
O -1.309 -1.385 3.337
O 0.007 -1.164 1.488
H 3.602 -1.236 0.323
H 4.355 -0.104 2.113
H 3.722 1.255 1.137
H 2.180 -0.449 3.202
H 2.727 1.198 3.510
H 0.400 3.033 2.427
H 2.103 2.904 2.044
H 0.222 0.754 4.087
H -0.884 1.360 2.857
O -0.107 -0.881 -1.298
S -0.739 -1.861 -2.456
C -2.445 -2.165 -1.920
C -3.335 -1.182 -2.676
C -2.681 -0.987 -4.041
C -1.206 -0.687 -3.770
H -2.463 -2.132 -0.829
H -2.605 -3.205 -2.225
H -3.412 -0.237 -2.137
H -4.338 -1.597 -2.760
H -3.112 -0.157 -4.600
H -2.782 -1.882 -4.656
H -1.058 0.302 -3.329
H -0.522 -0.832 -4.604


No. 4
22
Properties=species:S:1:pos:R:3 method="wB97M-V/def2-TZVPD" e_homo_ev=-3.70 total_charge=-1 lumo_energy_ev=3.662 largest_force_ev_per_a=2.3
C 0.462 -0.327 -0.458
C 1.529 0.508 0.258
C 2.429 -0.451 1.042
C 0.722 1.376 1.250
N -0.179 0.455 -1.557
C -1.650 0.097 -1.705
O -2.280 0.067 -0.477
H 0.817 -1.230 -0.949
H -0.311 -0.578 0.260
H 2.139 1.079 -0.460
H 3.132 -0.952 0.390
H 1.815 -1.170 1.575
H 2.975 0.095 1.832
H -0.382 1.310 1.170
H 0.878 1.005 2.269
H 0.993 2.435 1.244
H -0.144 1.415 -1.226
H -2.044 0.985 -2.229
H -1.715 -0.898 -2.215
H -3.103 -1.097 -0.434
H -2.595 -2.096 0.393
O -3.488 -2.029 0.029


No. 5
19
Properties=species:S:1:pos:R:3 method="wB97M-V/def2-TZVPD" e_homo_ev=-11.04 lumo_energy_ev=1.139 largest_force_ev_per_a=3.0
C 0.186 -1.832 1.348
C -1.245 -2.034 0.779
C -1.189 -1.151 -0.552
H 0.737 -2.633 1.882
H 0.863 -1.596 0.519
H 0.216 -0.947 2.033
H -1.945 -1.529 1.448
H -1.498 -3.042 0.411
H -1.315 -0.083 -0.380
H -2.140 -1.435 -1.095
H -0.213 -1.264 -1.074
C 1.667 2.206 -0.378
C 0.249 2.263 -0.961
H 1.673 2.427 0.720
H 1.988 1.175 -0.534
H 2.411 2.907 -0.794
H 0.050 1.422 -1.666
H -0.480 1.985 -0.172
H -0.015 3.161 -1.533


No. 6
13
Properties=species:S:1:pos:R:3 method="wB97M-V/def2-TZVPD" e_homo_ev=-7.31 lumo_energy_ev=0.891 largest_force_ev_per_a=2.8
C 0.528 -0.223 1.438
C -0.395 -0.405 0.330
N -1.752 -0.724 0.570
C 0.213 0.650 -1.988
O 1.358 0.944 0.523
C 0.116 0.271 -0.723
H 2.312 0.757 0.437
H -1.909 -1.718 0.681
H -2.358 -0.359 -0.154
H 1.339 -0.941 1.569
H 0.089 0.145 2.368
H 0.123 -0.083 -2.780
H 0.337 1.686 -2.271


No. 7
11
Properties=species:S:1:pos:R:3 method="wB97M-V/def2-TZVPD" e_homo_ev=0.74 total_charge=-2 lumo_energy_ev=7.132 largest_force_ev_per_a=6.3
C -1.215 -0.479 -1.911
C -0.533 -0.750 -0.629
N 0.650 -0.185 -0.120
P 1.126 0.253 1.430
O 0.456 -0.554 2.603
O 2.576 0.612 1.319
O 0.418 1.975 1.413
H -0.756 0.230 -2.602
H -1.904 -1.185 -2.124
H -0.653 -1.628 -0.031
H -0.165 1.712 0.652


No. 8
12
Properties=species:S:1:pos:R:3 method="wB97M-V/def2-TZVPD" e_homo_ev=-9.66 lumo_energy_ev=-0.565 largest_force_ev_per_a=5.1
C 0.762 0.600 0.422
C -0.139 -0.356 0.644
C -1.310 -0.387 -1.186
C 0.783 1.305 -0.946
N -0.474 -1.339 1.577
O -1.376 -1.200 2.367
O -2.010 -1.333 -1.356
O 0.227 -2.320 1.432
S -0.637 0.916 -1.981
H 1.537 0.800 1.028
H 0.903 2.342 -0.662
H 1.733 0.972 -1.340


No. 9
74
Properties=species:S:1:pos:R:3 method="wB97M-V/def2-TZVPD" e_homo_ev="-13.09 / -13.08" total_charge=+2 lumo_energy_ev="-7.382 / -7.418" largest_force_ev_per_a=0.9
Fe -0.853 -1.040 -0.699
O 0.972 -0.647 -0.880
P 1.890 0.557 -0.570
C 1.072 2.055 -1.174
P -0.665 2.191 -0.655
O -1.334 0.827 -0.853
C -0.700 2.755 1.029
C 0.094 3.833 1.430
C 0.033 4.280 2.737
C -0.810 3.650 3.646
C -1.599 2.582 3.250
C -1.554 2.136 1.937
C -1.427 3.378 -1.739
C -1.842 4.625 -1.278
C -2.411 5.528 -2.165
C -2.569 5.186 -3.499
C -2.163 3.938 -3.960
C -1.592 3.034 -3.085
C 3.427 0.395 -1.446
C 3.445 0.498 -2.840
C 4.635 0.338 -3.526
C 5.807 0.074 -2.825
C 5.791 -0.037 -1.443
C 4.602 0.121 -0.748
C 2.175 0.729 1.173
C 1.725 -0.253 2.051
C 1.923 -0.093 3.415
C 2.579 1.031 3.893
C 3.051 2.001 3.014
C 2.849 1.855 1.655
H 1.081 2.031 -2.267
H 1.636 2.938 -0.864
H 0.752 4.333 0.728
H 0.642 5.118 3.049
H -0.852 4.001 4.669
H -2.252 2.090 3.958
H -2.173 1.309 1.622
H -1.736 4.888 -0.234
H -2.737 6.496 -1.810
H -3.015 5.892 -4.186
H -2.295 3.675 -5.001
H -1.285 2.057 -3.443
H 2.535 0.691 -3.396
H 4.653 0.419 -4.604
H 6.737 -0.045 -3.364
H 6.705 -0.245 -0.904
H 4.591 0.033 0.330
H 1.224 -1.134 1.676
H 1.561 -0.848 4.100
H 2.734 1.151 4.956
H 3.575 2.868 3.392
H 3.224 2.611 0.973
S -1.817 -1.612 3.773
C -1.492 -1.368 2.235
N -1.244 -1.185 1.099
O -3.360 -1.898 -1.558
N -2.359 -1.531 -1.237
C -2.506 -7.573 -1.774
C -2.356 -6.423 -0.844
C -2.960 -6.308 0.385
C -2.719 -5.165 1.155
N -1.896 -4.195 0.726
C -1.328 -4.312 -0.445
S -0.145 -3.177 -1.056
N -1.566 -5.394 -1.236
C -3.339 -4.958 2.490
H -3.126 -8.346 -1.329
H -1.530 -8.002 -2.011
H -2.969 -7.249 -2.708
H -3.605 -7.095 0.746
H -1.088 -5.440 -2.130
H -3.941 -5.807 2.800
H -3.954 -4.055 2.470
H -2.555 -4.764 3.223


No. 10
16
Properties=species:S:1:pos:R:3 method="wB97M-V/def2-TZVPD" e_homo_ev=-3.62 total_charge=-1 lumo_energy_ev=4.015 largest_force_ev_per_a=5.0
O 1.160 -0.445 2.761
C 1.317 -0.655 1.545
C 0.827 0.121 0.455
C 0.413 -0.872 -0.657
C -0.517 -0.064 -1.677
O -1.207 1.009 -1.291
H 1.753 -1.650 1.325
H 1.798 0.835 0.407
H 0.022 0.816 0.694
H 1.353 -1.203 -1.199
H -0.269 -1.671 -0.350
H 0.185 0.171 -2.443
H -1.259 -0.806 -2.132
H -2.424 1.203 1.191
H -1.536 1.553 0.103
O -1.616 1.659 1.268


No. 11
90
Properties=species:S:1:pos:R:3 method="wB97M-V/def2-TZVPD" s_squared=6.37 e_homo_ev="-12.51 / -12.51" total_charge=+2 lumo_energy_ev="-7.358 / -9.029" largest_force_ev_per_a=2.9 multiplicity=5
C -0.476 6.223 -3.204
C -0.751 4.869 -3.443
C -0.993 4.491 -4.774
C -1.203 5.477 -5.740
N -1.074 6.778 -5.467
C -0.713 7.151 -4.234
C -0.797 3.806 -2.495
C -1.469 2.689 -2.346
C -1.842 1.559 -1.608
C -0.795 0.554 -1.616
C -0.674 -0.299 -0.488
C -1.686 -0.424 0.455
C -2.820 0.399 0.304
C -2.918 1.334 -0.742
Cr 0.465 2.262 -2.009
P 2.534 -1.016 0.635
H -1.061 3.436 -5.035
H -0.097 6.533 -2.234
H -1.498 5.173 -6.748
H -0.613 8.222 -4.014
H -3.817 1.935 -0.873
H -0.370 0.203 -2.614
H -3.580 0.373 1.064
H 0.252 -0.829 -0.289
C 2.256 -2.441 1.795
C 2.739 -3.859 1.479
H 1.158 -2.464 1.917
H 2.695 -2.092 2.745
H 2.522 -4.487 2.353
H 2.210 -4.307 0.626
H 3.822 -3.917 1.312
C 2.840 -1.862 -0.937
C 3.166 -0.862 -2.036
H 1.976 -2.489 -1.203
H 3.677 -2.529 -0.726
H 3.149 -1.363 -3.008
H 2.458 -0.023 -2.086
H 4.159 -0.426 -1.886
C 4.235 -0.486 1.132
C 5.409 -1.456 1.001
H 4.115 -0.189 2.188
H 4.419 0.432 0.548
H 6.323 -0.876 1.179
H 5.382 -2.248 1.762
H 5.508 -1.912 0.008
Br -1.356 -1.600 1.877
P -2.374 -3.342 -2.062
C -0.674 -3.498 -1.432
C -0.066 -4.829 -1.881
H -0.724 -3.424 -0.339
H -0.117 -2.631 -1.800
H 1.026 -4.767 -1.927
H -0.330 -5.644 -1.198
H -0.442 -5.109 -2.871
C -3.424 -3.300 -0.555
C -4.708 -4.107 -0.778
H -3.613 -2.248 -0.310
H -2.836 -3.746 0.258
H -5.233 -4.273 0.166
H -5.393 -3.588 -1.453
H -4.500 -5.099 -1.192
C -2.581 -1.743 -2.903
C -2.968 -2.022 -4.359
H -1.654 -1.167 -2.830
H -3.365 -1.195 -2.366
H -3.246 -1.100 -4.879
H -2.132 -2.490 -4.891
H -3.821 -2.709 -4.407
C 0.730 2.985 2.899
N 0.234 1.603 2.690
C -1.110 1.510 3.316
N -1.087 1.823 4.756
C -0.565 3.210 4.914
N 0.801 3.366 4.334
C 1.680 2.390 5.034
N 1.222 0.984 4.844
C 1.156 0.695 3.405
C -0.153 0.854 5.388
H 0.032 3.658 2.388
H 1.739 3.051 2.474
H -1.483 0.488 3.187
H -1.775 2.213 2.794
H -0.519 3.428 5.989
H -1.246 3.919 4.413
H 2.705 2.494 4.649
H 1.658 2.602 6.113
H 0.794 -0.333 3.268
H 2.156 0.814 2.958
H -0.138 0.996 6.473
H -0.517 -0.162 5.194


No. 12
61
Properties=species:S:1:pos:R:3 method="wB97M-V/def2-TZVPD" s_squared=6.06 e_homo_ev="-17.25 / -17.37" total_charge=+3 lumo_energy_ev="-8.608 / -12.061" largest_force_ev_per_a=1.7 multiplicity=5
Pt -0.037 0.239 0.241
O -0.471 1.940 1.960
C -0.736 1.493 3.283
C -2.188 1.071 3.478
C -2.622 0.028 2.439
C -1.816 -1.233 2.515
C -2.065 -2.209 3.484
C -1.359 -3.394 3.446
C -0.415 -3.599 2.449
C -0.170 -2.563 1.567
N -0.845 -1.425 1.632
H -1.159 2.572 1.704
H -0.493 2.304 3.979
H -0.049 0.665 3.478
H -2.837 1.944 3.396
H -2.309 0.665 4.480
H -2.518 0.442 1.429
H -3.674 -0.208 2.606
H -2.812 -2.026 4.240
H -1.548 -4.167 4.178
H 0.126 -4.526 2.358
H 0.573 -2.653 0.783
C 4.441 0.389 3.273
N 4.496 0.410 1.839
C 5.619 0.513 1.084
C 5.245 0.495 -0.220
N 3.869 0.377 -0.275
C 3.428 0.320 1.019
S 1.885 0.161 1.698
C 3.114 0.338 -1.465
C 3.800 0.408 -2.681
C 3.106 0.365 -3.874
C 1.723 0.267 -3.827
C 1.117 0.205 -2.586
N 1.777 0.235 -1.425
H 5.451 0.404 3.676
H 3.931 -0.511 3.618
H 3.899 1.262 3.639
H 6.602 0.594 1.506
H 5.886 0.559 -1.075
H 4.871 0.493 -2.710
H 3.638 0.406 -4.813
H 1.134 0.241 -4.729
H 0.040 0.125 -2.525
C -2.754 3.012 -2.307
C -2.203 1.707 -1.832
O -1.459 1.714 -0.847
C -2.615 0.491 -2.541
C -3.328 0.554 -3.732
C -3.783 -0.595 -4.375
C -3.571 -1.855 -3.802
C -2.866 -1.976 -2.639
C -2.307 -0.818 -1.972
O -1.586 -1.002 -0.962
H -2.455 3.807 -1.630
H -3.840 2.976 -2.373
H -2.363 3.239 -3.298
H -3.544 1.512 -4.179
H -4.324 -0.508 -5.305
H -3.965 -2.735 -4.290
H -2.683 -2.939 -2.186